18
Properties=species:S:1:pos:R:3:forces:R:3:lowdin_charge:R:1 method="wB97M-V/def2-TZVPD" e_homo_ev="-8.92 / -7.85" gap_ev="8.28 / 7.88"
N 0.0857 -0.2204 1.1664 -2.2 -1.2 0.9 0.096
H 3.6042 1.4478 -1.2606 -1.9 -1.5 0.5 0.159
H -3.6061 -1.2809 -0.5013 -0.7 0.4 -0.5 0.096
C -1.8301 0.0861 -0.4111 -3.5 0.4 3.4 -0.163
H 0.7279 1.6873 -0.7637 0.8 0.3 -0.2 0.109
C 2.3059 -0.8852 0.5070 -2.4 -0.3 0.7 -0.028
N -2.1901 -2.3532 0.1345 1.3 -1.4 0.5 0.178
H -0.8141 1.6137 0.6231 -0.5 -0.8 0.6 0.120
C -1.0898 0.5363 0.8334 0.5 0.4 0.9 -0.270
C -2.5438 -1.2675 -0.2847 -0.5 1.3 0.2 -0.315
C 1.1052 -0.0797 0.4256 3.3 -1.0 -0.3 -0.361
O 3.2733 -0.3540 -0.1931 0.9 0.5 -1.1 0.004
H -1.1449 -0.0091 -1.1593 1.3 0.6 -2.8 0.069
H -1.7774 0.4041 1.6850 0.2 0.7 -0.2 0.117
C 1.4729 0.9514 -0.4780 0.1 1.0 -1.2 -0.019
H 2.3448 -1.9155 0.8238 0.5 0.1 0.3 0.135
C 2.7738 0.7728 -0.8165 1.2 1.7 -0.1 -0.073
H -2.6974 0.8662 -0.3305 1.6 -1.2 -1.7 0.149

=====

19
Properties=species:S:1:pos:R:3:forces:R:3:lowdin_charge:R:1 method="wB97M-V/def2-TZVPD" e_homo_ev=-8.54 gap_ev=9.48
H -1.1685 3.3209 -0.3739 1.4 -1.5 0.3 0.114
H 0.0817 2.8861 0.9623 -0.4 0.0 -1.8 0.109
O 1.7085 -0.9054 0.5558 -0.8 -0.7 -0.8 -0.012
C 1.6167 -2.2223 0.1060 0.6 -0.7 -0.6 -0.047
C -1.4946 0.4948 -0.7124 0.7 1.4 -1.5 -0.219
C -1.8009 -0.6171 1.0631 0.0 0.2 -1.4 -0.172
H -0.6725 0.8792 2.3442 -0.6 -0.6 -0.7 0.129
H -1.3273 0.9334 -1.7501 -0.8 -1.2 1.3 0.147
N -0.9209 1.2371 0.2859 -1.7 -0.9 -1.8 -0.181
H 0.4273 2.2160 -0.7582 -0.7 1.6 0.5 0.078
C -1.1100 0.4946 1.3965 1.1 1.5 3.0 -0.124
H -2.1239 -1.4981 1.5137 -0.2 -0.8 1.6 0.075
C 1.8547 -0.1148 -0.4983 0.2 1.3 -0.1 -0.084
C 1.8956 -2.2010 -1.2122 -1.5 3.0 4.4 -0.050
C -0.3774 2.5468 -0.0363 1.0 0.1 1.6 -0.046
H 2.1180 -2.9376 -1.8225 0.6 -3.1 -3.2 0.075
H 1.3616 -3.0371 0.8145 0.5 1.0 -0.7 0.144
N -2.0416 -0.6094 -0.2828 0.2 0.3 -1.1 0.051
O 1.9736 -0.8661 -1.5953 0.3 -0.8 0.8 0.011

=====

19
Properties=species:S:1:pos:R:3:forces:R:3:lowdin_charge:R:1 method="wB97M-V/def2-TZVPD" smiles="Cc1cc(C(=O)O)cnc1N" e_homo_ev=-8.68 gap_ev=9.16
H 0.0328 0.5639 2.0565 0.4 -0.1 0.1 0.125
H -2.3314 -1.7306 1.0459 -2.9 -0.1 -1.4 0.059
C 0.9532 1.1362 0.1263 -1.8 -0.4 2.0 -0.120
C 0.8127 0.8816 -1.2313 3.7 1.8 -2.4 -0.169
H -1.5512 -1.2619 2.3731 0.9 0.3 -0.5 0.115
O 2.0943 2.2373 1.9058 -0.2 0.4 -0.6 0.115
C -1.3613 -1.5703 1.3258 -1.5 2.5 1.9 -0.058
C -0.6200 -0.7053 0.4380 2.0 1.8 0.5 -0.209
H 1.5118 3.2821 -0.9787 1.7 -0.4 2.8 0.153
C 0.1492 0.3126 1.0136 0.5 0.8 -2.8 0.079
H -0.9888 -1.9421 -2.5956 -0.9 -0.1 2.7 0.163
N -1.2597 -1.8739 -1.5409 1.0 1.3 -4.7 0.140
H 1.4737 1.4032 -2.0871 -1.3 -0.3 2.4 0.159
N 0.2405 -0.1206 -1.8174 -2.9 -2.6 2.0 0.103
H -1.0216 -2.4986 1.3482 2.1 -4.3 0.3 0.042
C -0.5156 -0.9306 -0.9453 1.1 2.0 -0.7 -0.315
O 2.0911 3.2672 -0.1073 -1.7 -0.1 -1.5 0.042
C 1.7283 2.2516 0.7622 0.2 -0.2 -1.4 -0.484
H -1.4381 -2.7020 -1.0918 -0.5 -2.2 1.2 0.059

=====

19
Properties=species:S:1:pos:R:3:forces:R:3:lowdin_charge:R:1 method="wB97M-V/def2-TZVPD" e_homo_ev=-8.59 gap_ev=9.08
C 2.0671 -0.0517 1.6888 -7.4 4.1 2.9 -0.071
H -1.6173 -2.4523 -2.7094 3.8 0.8 0.9 0.211
H -1.4319 1.5564 -0.7479 2.1 -2.2 -0.1 0.231
C 1.5522 0.6403 2.7995 1.9 1.4 4.4 -0.091
C 0.2760 1.2830 2.8237 -0.4 -0.2 0.0 -0.153
H -1.6320 1.6337 1.7779 2.2 -0.4 -0.2 0.130
H 3.0198 -0.0919 1.6830 6.5 -1.7 -0.4 0.038
C 0.0070 0.6905 0.4124 2.5 0.1 8.1 -0.218
C -0.5291 1.2714 1.7266 -0.8 -1.2 -4.5 -0.026
O -0.5290 -2.3510 -2.4668 -4.8 -3.5 -4.8 -0.075
O -1.6123 0.0025 -2.6550 0.6 1.3 1.0 0.051
H 1.5766 -0.3956 -0.1765 2.6 -3.4 -6.4 0.032
C -0.8788 -0.1106 -1.6755 -1.2 -5.6 -4.2 -0.461
H -0.3283 1.8471 3.5577 1.7 -0.6 0.8 0.106
N -0.6815 0.7483 -0.7077 -4.0 4.2 -1.4 0.113
H -0.5787 -1.8071 -0.6371 0.2 -0.4 0.5 0.128
H 2.3697 0.8658 3.9848 -2.7 -0.9 -4.0 0.200
N -0.3046 -1.4983 -1.5582 1.1 5.7 4.9 -0.115
C 1.2815 0.0906 0.5750 -3.9 2.5 2.6 -0.029

=====

20
Properties=species:S:1:pos:R:3:forces:R:3:lowdin_charge:R:1 method="wB97M-V/def2-TZVPD" smiles="CCC#[N+][O-].O=Cc1cscn1" e_homo_ev=-9.20 gap_ev=9.42
H -2.5348 -2.4038 1.1812 0.4 0.5 -0.6 0.084
N 2.9128 1.2700 1.4576 -2.1 0.4 2.2 -0.015
H 4.7676 0.6858 2.3830 -1.4 0.0 -1.9 0.115
O 0.1990 1.9363 -0.7953 0.9 0.3 2.4 0.013
H -2.4804 -0.6175 1.1653 -0.8 -1.3 -1.0 0.108
H 0.7338 2.5078 1.1943 -0.6 -0.3 -0.8 0.130
C 0.8972 1.9538 0.2246 0.6 -0.5 -1.8 -0.177
C 4.0552 0.7390 1.4670 2.4 -0.1 0.0 -0.419
H -2.0742 -0.4272 -1.0188 0.2 -0.5 -1.3 0.121
O 1.9695 -1.7765 -0.6585 0.5 -0.5 -0.2 -0.020
H 2.8622 0.8196 -1.7823 -0.5 -0.1 -0.4 0.082
C 2.2400 1.2756 0.2735 -0.2 0.9 0.4 -0.366
S 4.5247 0.3592 -0.2027 1.2 -0.6 1.1 1.020
C -1.8100 -1.4544 -0.7309 -0.9 1.4 1.6 -0.213
C -0.3757 -1.4704 -0.5164 2.5 -0.9 -0.2 0.027
C -2.7155 -1.5316 0.5016 2.7 0.1 3.4 -0.114
H -3.7354 -1.6691 0.3200 -1.6 0.6 -0.9 0.044
H -2.0649 -2.2704 -1.3453 -0.4 -0.5 -1.5 0.101
C 3.0288 0.8334 -0.7303 -0.4 0.2 -1.1 -0.412
N 0.7671 -1.7044 -0.6564 -2.5 1.1 0.8 -0.106

=====

21
Properties=species:S:1:pos:R:3:forces:R:3:lowdin_charge:R:1 method="wB97M-V/def2-TZVPD" smiles="NC1=CSC(=C=O)N1.CC(O)=C=S" e_homo_ev=-6.70 gap_ev=6.31
S 0.8179 -2.3024 1.5090 0.4 0.3 -2.4 0.673
C -1.7435 2.9172 0.4620 -0.1 1.9 -2.6 -0.393
H 3.8519 -2.2997 -2.0624 -1.5 1.1 1.0 0.114
H 0.2818 -3.3399 -2.0694 -2.4 -2.3 1.5 0.063
H -1.6761 0.1543 1.9607 -0.3 -0.4 0.9 0.118
O -1.8820 -1.6719 -1.0394 -0.3 -1.6 -0.7 0.153
H -0.7957 1.9728 3.3452 -0.3 0.3 -0.1 0.099
O 0.9050 -2.7204 -2.2844 2.5 2.2 -2.5 0.064
C 1.2039 -2.1474 -0.0593 0.2 -0.3 2.0 -0.555
N -1.3619 2.6707 2.8567 -0.1 -0.9 0.5 0.109
H 2.6283 -1.2343 -2.7513 0.3 0.6 -0.6 0.063
N -1.3969 0.8483 1.3182 0.9 1.1 0.2 0.031
C -1.7717 -0.6415 -0.5260 -0.1 -0.7 -0.5 -0.250
C -1.4415 0.4932 -0.0409 -0.1 2.8 0.5 -0.536
C 1.6625 -2.2031 -1.2984 0.9 0.3 1.4 -0.455
H -1.6870 3.9625 0.2296 -0.1 0.4 0.7 0.063
H 3.2745 -0.6900 -1.1881 0.2 -0.6 -0.2 0.082
H -0.8652 3.5342 2.8789 0.1 0.7 0.1 0.083
S -1.4200 2.0123 -1.0004 -0.1 -1.0 -0.5 0.956
C 2.9935 -1.5635 -1.7928 -0.6 -1.3 -0.3 -0.009
C -1.5777 2.2487 1.5525 0.7 -2.7 1.5 -0.475

=====

21
Properties=species:S:1:pos:R:3:forces:R:3:lowdin_charge:R:1 method="wB97M-V/def2-TZVPD" multiplicity=3 e_homo_ev="-5.44 / -8.95" gap_ev="6.05 / 5.68"
N -0.7183 0.0145 -0.1278 2.9 2.0 -1.1 0.099
H 0.8581 -3.0638 0.5386 0.2 0.0 -0.1 0.105
O 1.1216 -1.1133 -1.6097 0.7 -0.3 -0.9 0.239
H 0.9382 2.7743 -0.9113 0.1 -0.1 0.0 0.132
N 1.7703 1.1773 0.1226 0.0 0.4 0.0 0.094
O 2.8384 -0.5473 1.1273 -0.6 -0.3 -0.5 0.126
C -0.6589 1.4235 -0.3517 0.1 -0.6 -0.2 -0.370
C 1.9827 -0.1300 0.3831 0.6 0.6 0.5 -0.383
H -0.3732 1.8705 1.5089 -0.1 -0.1 -0.1 0.099
H 2.4211 1.8292 0.5399 0.0 -0.3 0.1 0.159
H -1.6675 -2.9390 0.8094 0.1 0.0 0.1 0.102
C -1.0572 -2.1274 0.4407 -3.8 2.0 -0.6 -0.052
H 0.9303 1.2207 -1.7914 0.0 0.2 0.0 0.118
O -0.9819 2.1359 0.8070 -0.1 0.6 0.4 0.007
C 0.7954 1.6986 -0.8176 -0.7 0.0 -0.3 -0.101
H -1.3672 1.7647 -1.1180 0.2 0.0 0.1 0.160
H -3.4761 -1.3546 0.3167 0.4 0.1 0.0 0.122
C -1.6521 -0.8248 0.1066 0.9 -4.2 1.3 -0.402
C 0.2713 -2.1908 0.3007 3.3 -0.9 -0.1 -0.062
O -2.9515 -0.5664 0.1192 -1.2 0.7 -0.1 0.116
C 0.9765 -1.0519 -0.3931 -2.8 0.3 1.5 -0.308

=====

19
Properties=species:S:1:pos:R:3:forces:R:3:lowdin_charge:R:1 method="wB97M-V/def2-TZVPD" e_homo_ev=-8.93 gap_ev=9.58
C 2.0776 0.9867 -0.9089 -0.2 -0.9 -0.7 -0.143
C -0.2823 0.3342 0.2723 1.2 -2.1 -2.0 -0.152
O -2.3779 -2.7718 0.5853 0.3 -0.5 0.2 -0.543
C 0.5783 1.3526 0.7225 -2.4 -0.5 2.7 -0.331
C 0.2971 -0.5215 -0.7129 -0.4 0.3 -0.3 -0.248
C 1.4660 -0.1826 -1.4019 0.7 -0.1 0.6 -0.025
H -0.1639 1.6716 2.6551 -1.4 -2.9 3.8 0.012
H 0.1220 -2.6794 -0.6496 -0.9 0.8 -0.8 0.130
H 1.9663 -0.8847 -2.1672 -1.0 1.5 1.2 0.142
H -1.8205 -0.4753 1.6712 0.0 0.3 -0.4 0.095
H 0.7734 2.8751 2.0941 -1.5 -1.7 -0.6 0.130
C -1.6770 -0.1149 0.6357 0.4 -1.0 0.0 -0.190
N 1.7429 1.6493 0.1932 -0.6 0.4 -0.6 0.112
N 0.0835 2.0778 1.8614 4.2 4.7 -4.8 0.119
H 2.8343 1.4487 -1.4832 1.2 0.2 -0.3 0.090
H -2.4158 0.6125 0.3474 -0.4 0.3 0.2 0.077
H -0.6693 -1.8681 -2.2403 1.0 -0.1 2.4 0.133
S -2.0883 -1.7200 -0.4034 -0.9 1.9 1.0 0.911
C -0.4465 -1.7902 -1.0709 0.7 -0.6 -1.7 -0.320

=====

18
Properties=species:S:1:pos:R:3:forces:R:3:lowdin_charge:R:1 method="wB97M-V/def2-TZVPD" smiles="C=NC(=[NH2+])c1ccccn1" e_homo_ev=-14.13 gap_ev=9.17 charge=+1
H -3.1367 -1.8513 -0.0474 2.0 1.9 0.1 0.166
H 3.4062 1.8508 0.3683 0.4 -0.4 -0.6 0.106
C -0.4941 1.0027 0.1406 1.5 1.6 0.2 0.016
C -0.1775 -0.3428 0.1737 0.9 0.4 -0.4 -0.261
C -2.7687 0.3353 0.0198 -0.2 0.7 -0.6 -0.027
N 1.6570 -1.9979 -0.0187 -4.6 3.5 0.5 0.286
C 2.8290 1.1357 -0.2373 -0.4 3.7 -2.4 0.000
H 2.5494 1.5142 -1.3280 0.8 -1.4 1.9 0.153
N 2.2468 0.2861 0.4317 -3.0 -5.0 0.4 0.074
N -1.0553 -1.3145 0.1325 -0.9 -1.1 -0.2 0.114
H 0.4231 1.6955 0.1729 -2.2 -0.7 0.1 0.133
C -1.8419 1.3762 0.0983 0.2 -1.7 0.6 -0.005
C 1.2569 -0.7415 0.1226 2.3 1.6 0.6 -0.121
H 0.9395 -2.6894 -0.1006 -0.4 -0.6 0.0 0.136
C -2.3364 -0.9785 0.0161 -1.4 -2.4 0.1 -0.101
H -3.8296 0.5570 -0.1319 0.4 -0.1 0.4 0.127
H 2.5691 -2.1781 -0.1001 4.2 -1.2 -0.3 0.092
H -2.2367 2.3407 0.2874 0.2 1.1 -0.4 0.112

=====

23
Properties=species:S:1:pos:R:3:forces:R:3:lowdin_charge:R:1 method="wB97M-V/def2-TZVPD" smiles="CSC(=S)/[N+](N)=C/c1ccc([N+](=O)[O-])o1" e_homo_ev=-12.95 gap_ev=7.94 charge=+1
C -1.5400 0.7226 -4.7378 -1.2 2.5 -0.1 -0.384
H 0.9625 0.5732 4.7640 0.6 -0.3 0.0 0.135
S 0.3833 2.2249 -2.6624 0.5 0.7 0.3 0.851
C 0.9492 -0.9532 3.0597 -0.5 2.1 0.9 -0.129
C 0.8696 0.3042 3.7268 -1.0 -3.2 -1.7 0.095
H 0.3151 -1.5681 -0.0376 -0.1 -0.1 -1.1 0.135
N 0.0461 -1.1301 -0.9365 0.4 -2.1 1.3 0.119
C -0.0199 0.3651 1.6267 0.2 -0.5 -0.2 -0.194
H -2.0493 -0.0426 -5.3147 0.1 0.2 -0.4 0.035
O 1.6121 -2.5850 4.5000 0.1 0.2 0.3 0.149
C -0.3783 0.9148 -2.2660 -0.5 -1.2 1.3 -1.084
H 0.3658 -1.5047 -1.8347 0.0 0.6 0.7 0.131
S -1.4875 -0.0592 -3.1256 -0.2 0.1 0.0 0.934
N 1.4072 -2.2879 3.3500 0.1 0.6 1.2 -0.353
O 0.4354 -0.9198 1.8180 -0.1 1.3 0.4 0.076
C -0.3623 0.8129 0.2973 1.2 0.1 0.7 0.038
H -2.1183 1.7657 -4.8040 0.8 -2.5 0.6 0.116
C 0.2063 1.0873 2.7665 0.3 2.9 0.8 0.009
H -0.5568 1.0003 -5.1017 0.3 -0.6 -0.1 0.028
H -0.4837 1.8933 0.3178 -0.4 -0.2 -0.9 0.152
H 0.0869 2.2007 3.0138 -0.3 -1.9 -1.0 0.170
N -0.1735 0.1613 -0.8061 -0.8 2.8 -1.8 -0.168
O 1.5301 -2.9755 2.3863 0.4 -1.5 -1.2 0.138

=====

21
Properties=species:S:1:pos:R:3:forces:R:3:lowdin_charge:R:1 method="wB97M-V/def2-TZVPD" smiles="[NH3+][C@]12C=CN1C(=O)c1[nH]cnc1N2" e_homo_ev=-12.34 gap_ev=8.84 charge=+1
H -1.7981 -2.1512 -1.0119 0.6 -0.5 -0.4 0.144
N -0.7595 1.2559 -0.2977 -0.1 -2.6 -0.3 0.121
H -2.0128 2.5999 1.0068 -0.2 1.9 -0.2 0.124
C -1.3024 -0.4225 0.2072 0.9 4.0 -1.8 -0.178
N -0.2125 -1.1631 0.5773 0.4 -1.6 1.5 0.104
C -2.2756 0.5086 0.8831 -2.7 -2.5 1.0 -0.036
C 3.2072 -0.7862 0.1205 -1.8 -1.1 0.2 -0.113
O 0.9304 2.7856 -0.3316 0.0 0.9 0.3 0.139
N 2.8825 0.4841 -0.1674 0.8 1.5 0.0 0.140
H -2.9806 -1.0635 -1.2527 0.3 0.4 0.4 0.163
C 0.5982 1.6494 -0.1569 0.5 -0.1 -0.8 -0.417
H 3.5421 1.3373 -0.3831 -1.9 -2.5 0.6 0.242
C 1.1041 -0.7435 0.3148 0.5 0.5 0.2 -0.290
C -1.8236 1.7003 0.5179 1.2 -2.7 0.7 -0.015
H -0.2055 -2.0086 1.2257 -0.6 1.6 -1.1 0.203
N 2.1426 -1.5910 0.4324 1.2 1.7 -0.8 0.142
C 1.5065 0.5396 0.0016 -1.0 -0.3 -0.1 -0.132
H -3.2201 0.1345 1.3399 0.9 0.7 -0.1 0.121
H 4.1625 -1.1947 0.0071 1.3 -0.2 0.1 0.116
H -1.5208 -0.7080 -1.9153 0.3 -0.5 -0.1 0.158
N -1.9647 -1.1632 -1.1175 -0.6 1.1 0.8 0.262

=====

21
Properties=species:S:1:pos:R:3:forces:R:3:lowdin_charge:R:1 method="wB97M-V/def2-TZVPD" e_homo_ev="-12.71 / -12.71" gap_ev="7.68 / 7.68" charge=+1
H -0.9844 1.3228 -1.0352 -0.2 0.0 0.0 0.137
H 2.2911 2.8931 1.0701 -0.1 0.0 0.1 0.181
O 1.4748 2.6858 -1.4871 0.1 0.2 -0.4 0.084
N 1.5471 2.2763 0.7788 0.4 0.1 0.0 0.123
H -1.8567 -1.6504 -0.7759 0.2 0.1 0.0 0.173
C -0.6180 -2.9253 0.2938 -0.3 0.6 -0.4 -0.179
C -0.1877 1.3582 -0.3186 0.0 -0.4 0.4 0.040
C -1.5198 -0.8820 1.1742 0.3 0.1 -0.2 -0.036
H -0.5853 -1.0368 -2.6733 0.0 -0.1 0.0 0.152
N -1.1401 0.2104 1.6490 -0.4 0.3 1.1 0.175
N 0.2493 -0.9677 -2.1061 -0.1 -0.1 0.5 0.212
H 1.1296 -0.9673 -0.2578 0.0 0.1 -0.1 0.167
N 0.7639 1.6111 1.6862 -0.6 -0.3 0.3 0.118
C 0.9970 2.1976 -0.4967 0.0 -0.3 0.1 -0.479
C -0.2559 1.0372 1.0377 0.5 0.3 -0.9 -0.310
H -2.2903 -1.4298 1.7015 -0.1 -0.2 0.0 0.146
N -0.3222 -3.9861 0.5823 0.3 -0.9 0.3 0.230
C -0.9967 -1.5664 -0.0949 -0.6 -0.1 0.0 -0.212
C 0.1881 -0.9806 -0.7942 0.5 0.6 -0.7 -0.068
H 1.0228 1.4859 2.6544 0.1 0.0 -0.1 0.188
H 1.0936 -0.6861 -2.5881 0.0 0.0 0.1 0.157

=====

Please write out number 12 again, unchanged.
21
Properties=species:S:1:pos:R:3:forces:R:3:lowdin_charge:R:1 method="wB97M-V/def2-TZVPD" e_homo_ev="-12.71 / -12.71" gap_ev="7.68 / 7.68" charge=+1
H -0.9844 1.3228 -1.0352 -0.2 0.0 0.0 0.137
H 2.2911 2.8931 1.0701 -0.1 0.0 0.1 0.181
O 1.4748 2.6858 -1.4871 0.1 0.2 -0.4 0.084
N 1.5471 2.2763 0.7788 0.4 0.1 0.0 0.123
H -1.8567 -1.6504 -0.7759 0.2 0.1 0.0 0.173
C -0.6180 -2.9253 0.2938 -0.3 0.6 -0.4 -0.179
C -0.1877 1.3582 -0.3186 0.0 -0.4 0.4 0.040
C -1.5198 -0.8820 1.1742 0.3 0.1 -0.2 -0.036
H -0.5853 -1.0368 -2.6733 0.0 -0.1 0.0 0.152
N -1.1401 0.2104 1.6490 -0.4 0.3 1.1 0.175
N 0.2493 -0.9677 -2.1061 -0.1 -0.1 0.5 0.212
H 1.1296 -0.9673 -0.2578 0.0 0.1 -0.1 0.167
N 0.7639 1.6111 1.6862 -0.6 -0.3 0.3 0.118
C 0.9970 2.1976 -0.4967 0.0 -0.3 0.1 -0.479
C -0.2559 1.0372 1.0377 0.5 0.3 -0.9 -0.310
H -2.2903 -1.4298 1.7015 -0.1 -0.2 0.0 0.146
N -0.3222 -3.9861 0.5823 0.3 -0.9 0.3 0.230
C -0.9967 -1.5664 -0.0949 -0.6 -0.1 0.0 -0.212
C 0.1881 -0.9806 -0.7942 0.5 0.6 -0.7 -0.068
H 1.0228 1.4859 2.6544 0.1 0.0 -0.1 0.188
H 1.0936 -0.6861 -2.5881 0.0 0.0 0.1 0.157